No. 1
{
  "formula": "C6H15NO",
  "method": "ωB97M-V/def2-TZVPD",
  "de_lowest_kcal_mol": 52.2,
  "orbital_gap_ev": 10.1,
  "homo_energy_ha": -0.3401,
  "smiles": "C=CCCCCN.O",
  "spin_multiplicity": 1,
  "symbols": ["C", "C", "C", "C", "C", "C", "N", "H", "H", "H", "H", "H", "H", "H", "H", "H", "H", "H", "H", "H", "O", "H", "H"],
  "positions_angstrom": [[-2.857, -0.561, -0.104], [-1.615, -0.827, -0.512], [-0.398, -1.259, 0.231], [-0.190, -0.550, 1.535], [0.095, 0.965, 1.493], [0.814, 1.493, 0.217], [2.075, 0.762, -0.110], [-3.604, -0.280, -0.862], [-3.122, -0.140, 0.850], [-1.409, -0.759, -1.576], [-0.606, -2.335, 0.517], [0.502, -1.322, -0.371], [0.569, -0.973, 2.189], [-1.158, -0.597, 2.033], [-0.864, 1.565, 1.528], [0.620, 1.306, 2.369], [0.125, 1.305, -0.702], [0.980, 2.592, 0.315], [2.865, 1.393, -0.185], [2.316, 0.197, 0.696], [1.259, -0.392, -2.404], [1.156, 0.460, -2.833], [1.780, -0.246, -1.576]]
}

---

No. 2
{
  "formula": "C5H7N",
  "method": "ωB97M-V/def2-TZVPD",
  "de_lowest_kcal_mol": 119.0,
  "orbital_gap_ev": 8.7,
  "homo_energy_ha": -0.3104,
  "spin_multiplicity": 1,
  "symbols": ["C", "C", "C", "C", "C", "N", "H", "H", "H", "H", "H", "H", "H"],
  "positions_angstrom": [[-1.126, 0.488, 0.291], [0.175, 0.798, 1.022], [0.162, -1.287, 0.832], [-0.436, -0.652, -0.461], [0.793, 0.058, -1.001], [1.246, 0.613, 0.307], [-1.479, 1.333, -0.316], [-1.905, 0.137, 0.967], [0.263, 1.256, 2.004], [1.140, -1.760, 0.592], [-1.026, -1.291, -1.122], [0.628, 0.871, -1.726], [1.558, -0.613, -1.397]]
}

---

No. 3
{
  "formula": "C22H27N6OPPt",
  "method": "ωB97M-V/def2-TZVPD",
  "total_charge": 2,
  "orbital_gap_ev": [7.5, 7.5],
  "homo_energy_ha": [-0.5149, -0.5151],
  "spin_multiplicity": 1,
  "symbols": ["Pt", "C", "N", "C", "C", "N", "C", "P", "C", "N", "C", "C", "N", "C", "C", "N", "C", "C", "N", "C", "H", "H", "H", "H", "H", "H", "H", "H", "H", "H", "H", "H", "H", "H", "H", "C", "C", "C", "C", "C", "C", "C", "O", "C", "C", "C", "H", "H", "H", "H", "H", "H", "H", "H", "H", "H", "H", "H"],
  "positions_angstrom": [[0.812, -0.796, -1.038], [-0.157, -2.499, 4.201], [0.227, -1.566, 3.137], [0.576, -0.259, 3.327], [0.863, 0.255, 2.096], [0.695, -0.731, 1.167], [0.308, -1.826, 1.812], [-0.065, -3.438, 1.044], [1.407, -3.499, -0.015], [1.753, -2.526, -0.852], [2.890, -2.914, -1.511], [3.231, -4.150, -1.054], [2.296, -4.506, -0.120], [2.286, -5.770, 0.624], [-1.228, -2.935, -0.270], [-1.018, -1.984, -1.176], [-2.114, -1.939, -1.990], [-3.000, -2.887, -1.568], [-2.434, -3.506, -0.489], [-3.050, -4.593, 0.277], [-0.112, -1.964, 5.144], [-1.172, -2.855, 4.041], [0.535, -3.337, 4.232], [0.594, 0.184, 4.308], [1.190, 1.247, 1.837], [3.370, -2.300, -2.252], [4.048, -4.799, -1.314], [3.157, -6.341, 0.317], [2.343, -5.576, 1.692], [1.386, -6.333, 0.387], [-2.195, -1.249, -2.811], [-3.969, -3.171, -1.940], [-4.025, -4.795, -0.155], [-2.438, -5.490, 0.212], [-3.175, -4.297, 1.316], [-0.047, 7.642, -1.275], [-0.102, 6.153, -1.125], [-0.952, 5.556, -0.195], [-1.018, 4.185, -0.058], [-1.972, 3.614, 0.961], [-0.191, 3.376, -0.889], [-0.315, 1.976, -0.728], [0.290, 1.108, -1.408], [0.688, 3.972, -1.840], [1.589, 3.181, -2.743], [0.707, 5.347, -1.929], [-0.734, 8.145, -0.599], [-0.295, 7.927, -2.298], [0.963, 8.002, -1.076], [-1.577, 6.182, 0.429], [-2.474, 4.422, 1.487], [-1.461, 3.008, 1.713], [-2.746, 3.000, 0.498], [-1.005, 1.605, 0.034], [1.017, 2.547, -3.421], [2.251, 2.526, -2.175], [2.199, 3.858, -3.335], [1.369, 5.817, -2.645]]
}

---

No. 4
{
  "formula": "H35O18",
  "method": "ωB97M-V/def2-TZVPD",
  "de_lowest_kcal_mol": 14.8,
  "total_charge": -1,
  "orbital_gap_ev": 9.8,
  "homo_energy_ha": -0.2733,
  "spin_multiplicity": 1,
  "symbols": ["O", "H", "H", "O", "H", "O", "H", "H", "O", "H", "H", "O", "H", "H", "O", "H", "H", "O", "H", "H", "O", "H", "H", "O", "H", "H", "O", "H", "H", "O", "H", "H", "O", "H", "H", "O", "H", "H", "O", "H", "H", "O", "H", "H", "O", "H", "H", "O", "H", "H", "O", "H", "H"],
  "positions_angstrom": [[-2.485, 1.966, 0.592], [-2.577, 1.049, 0.306], [-2.586, -0.887, -4.398], [0.189, 3.320, 1.773], [0.316, 2.486, 1.234], [-6.480, -0.645, 0.094], [-5.836, -1.163, 0.594], [-5.916, -0.110, -0.471], [3.001, 4.481, 0.571], [-2.850, -2.961, 1.235], [2.386, 3.931, 0.050], [1.665, -3.267, -1.473], [0.758, -2.926, -1.656], [2.399, -2.769, -1.780], [-2.921, -4.431, -2.245], [-2.138, -4.553, -2.782], [-3.094, -5.272, -1.820], [0.073, 0.933, -2.597], [-0.876, 1.093, -2.580], [0.249, 0.672, -1.677], [1.369, 3.117, -1.172], [-0.266, 0.791, 1.949], [0.901, 0.852, 0.504], [2.519, 0.198, 3.937], [1.835, -0.008, 3.275], [2.626, 1.148, 3.764], [-0.842, -2.716, -1.768], [-1.287, -1.869, -1.900], [-1.227, -3.135, -0.995], [0.056, 1.243, 0.236], [-0.698, -1.161, -0.199], [0.757, 2.587, -0.619], [-1.478, -0.594, -0.173], [-0.776, 0.312, 0.010], [2.562, 5.327, 0.608], [3.411, -0.457, -0.449], [-0.197, 3.998, 1.222], [2.614, -0.973, -0.300], [-2.584, -1.838, -4.417], [1.049, 3.368, -2.008], [-1.707, -2.208, -4.408], [-3.402, -2.685, 0.512], [-1.528, 2.143, 0.502], [-2.998, -2.581, -0.347], [-0.181, 0.084, 2.617], [3.865, -0.844, -1.197], [-0.809, 0.167, 3.331], [3.379, 2.130, 2.339], [4.002, 2.176, 3.076], [3.720, 2.862, 1.815], [4.223, -1.101, 2.434], [3.591, -0.777, 3.121], [4.220, -0.503, 1.728]]
}

---

No. 5
{
  "formula": "C39H39N3O3PtS5Te",
  "method": "ωB97M-V/def2-TZVPD",
  "de_lowest_kcal_mol": 1.7,
  "orbital_gap_ev": 7.2,
  "homo_energy_ha": -0.2670,
  "spin_multiplicity": 1,
  "symbols": ["Pt", "C", "C", "C", "C", "C", "O", "C", "C", "C", "C", "C", "C", "C", "O", "C", "C", "C", "N", "C", "C", "Te", "C", "C", "C", "C", "C", "C", "C", "C", "C", "C", "C", "C", "H", "H", "H", "H", "H", "H", "H", "H", "H", "H", "H", "H", "H", "H", "H", "H", "H", "H", "H", "H", "H", "H", "H", "H", "C", "N", "C", "C", "C", "N", "C", "C", "O", "H", "H", "H", "H", "H", "H", "H", "H", "H", "H", "H", "H", "C", "S", "C", "C", "S", "S", "C", "S", "S", "H", "H", "H"],
  "positions_angstrom": [[1.456, -0.114, 0.377], [-4.109, -4.001, 0.194], [-2.844, -3.274, -0.175], [-1.838, -3.888, -0.912], [-0.669, -3.237, -1.278], [0.310, -4.020, -2.089], [0.401, -5.224, -1.947], [1.147, -3.336, -3.127], [0.707, -2.196, -3.790], [1.488, -1.622, -4.780], [2.722, -2.175, -5.098], [3.164, -3.315, -4.440], [2.370, -3.902, -3.467], [-0.420, -1.918, -0.829], [0.740, -1.365, -1.056], [-1.478, -1.255, -0.143], [-2.652, -1.947, 0.164], [-1.410, 0.185, 0.093], [-0.304, 0.838, 0.191], [-0.277, 2.304, 0.094], [0.538, 2.726, -1.115], [0.467, 4.851, -1.351], [-1.621, 4.867, -1.658], [-2.158, 4.473, -2.880], [-3.532, 4.473, -3.072], [-4.377, 4.877, -2.048], [-3.848, 5.270, -0.828], [-2.473, 5.262, -0.630], [-2.716, 0.906, 0.176], [-3.560, 0.992, -0.924], [-4.774, 1.652, -0.810], [-5.155, 2.205, 0.405], [-4.315, 2.113, 1.505], [-3.093, 1.469, 1.390], [-3.996, -5.075, 0.053], [-4.951, -3.673, -0.420], [-4.376, -3.827, 1.237], [-1.947, -4.921, -1.225], [-0.247, -1.757, -3.526], [1.139, -0.740, -5.300], [3.336, -1.720, -5.864], [4.121, -3.751, -4.693], [2.685, -4.804, -2.958], [-3.440, -1.423, 0.694], [0.171, 2.706, 0.996], [-1.287, 2.700, 0.015], [0.154, 2.271, -2.028], [1.587, 2.452, -1.004], [-1.500, 4.175, -3.687], [-3.942, 4.168, -4.027], [-5.449, 4.886, -2.202], [-4.503, 5.580, -0.024], [-2.063, 5.559, 0.327], [-3.265, 0.545, -1.866], [-5.424, 1.733, -1.671], [-6.106, 2.715, 0.492], [-4.607, 2.550, 2.452], [-2.418, 1.401, 2.235], [3.215, -2.464, -0.344], [3.293, -1.218, 0.476], [4.356, -0.322, -0.068], [5.722, -0.687, 0.467], [5.675, -0.510, 1.968], [4.575, -1.272, 2.535], [4.599, -1.428, 3.979], [3.461, -1.663, 1.880], [2.607, -2.378, 2.345], [3.012, -2.189, -1.373], [2.410, -3.083, 0.035], [4.161, -3.007, -0.272], [4.121, 0.700, 0.228], [4.287, -0.379, -1.153], [6.475, -0.027, 0.036], [5.994, -1.713, 0.209], [5.562, 0.551, 2.224], [6.595, -0.867, 2.436], [4.532, -0.447, 4.456], [5.528, -1.912, 4.283], [3.754, -2.034, 4.286], [-1.507, -1.152, 4.297], [-0.108, -0.693, 3.250], [0.022, 1.025, 3.587], [1.028, 1.770, 3.090], [2.337, 1.181, 2.095], [0.971, 3.478, 3.472], [-0.498, 3.476, 4.376], [-1.191, 4.799, 5.045], [-1.186, 1.883, 4.513], [-1.632, -2.223, 4.148], [-2.427, -0.651, 3.997], [-1.302, -0.965, 5.349]]
}

---

No. 6
{
  "formula": "C2H4BrNO4",
  "method": "ωB97M-V/def2-TZVPD",
  "de_lowest_kcal_mol": 22.6,
  "orbital_gap_ev": 8.7,
  "homo_energy_ha": -0.3594,
  "smiles": "C=[N+]([O-])O.O=C(O)Br",
  "spin_multiplicity": 1,
  "symbols": ["C", "N", "O", "O", "H", "H", "H", "O", "C", "O", "Br", "H"],
  "positions_angstrom": [[0.463, -0.374, -0.729], [0.659, 0.886, -0.852], [1.518, 1.536, -0.233], [-0.327, 1.586, -1.450], [1.257, -0.814, -0.305], [-0.120, -0.891, -1.464], [-0.745, 2.407, -1.100], [-1.699, 0.306, 0.992], [-0.837, -0.470, 1.050], [0.236, -0.450, 1.854], [-1.252, -2.595, 0.506], [0.848, -1.128, 1.732]]
}